i) 22
Properties=species:S:1:pos:R:3 method="wB97M-V/def2-TZVPD" charge=0
S -2.92939 -2.91042 -0.25243
N 0.07156 -0.20717 0.15207
N 2.20793 3.00778 -0.17227
C 0.57361 0.80156 -0.73918
C -0.02223 -2.72267 0.71834
C 0.30225 -1.63603 -0.24965
C 0.54346 2.29492 -0.14124
C 2.17360 4.08557 0.79707
H 1.43681 -1.67056 -0.39483
H -1.08576 -2.86877 0.70517
H -0.35909 2.75286 -0.51153
H 1.69952 0.69940 -0.88551
H -0.96421 -0.11312 0.27312
H 0.41613 2.17739 0.95438
H 0.18320 -2.47558 1.77992
H -0.15050 -1.89678 -1.25749
H 1.90321 5.07963 0.41242
H 0.18206 0.80169 -1.75009
H 1.49990 3.86759 1.71957
H 1.14107 3.06633 -0.87347
H 0.40737 -3.68444 0.45254
H 3.18000 4.28662 1.24400

=====

ii) 22
Properties=species:S:1:pos:R:3 method="wB97M-V/def2-TZVPD" smiles=NCNCCCCS charge=0
S 0.39664 -1.45733 3.04769
N -0.43896 1.69893 -1.17606
N -2.08035 2.23381 -3.13129
C -0.62175 2.20217 -2.69641
C 1.13106 -1.40972 0.27868
C -0.16998 0.30021 -1.06359
C 1.21947 -2.11769 1.60652
C 0.37478 0.00404 0.31959
H -2.02044 1.79752 -3.99882
H -0.41220 3.23868 -2.64720
H 2.15154 -1.08325 0.00274
H 0.70372 -2.08287 -0.41600
H -2.83448 1.85107 -2.49462
H -0.88808 -0.35666 -1.44643
H 0.70736 0.24692 -1.85441
H 2.28900 -2.29154 1.98672
H 1.16532 0.89512 0.48243
H 0.04744 1.52896 -3.34945
H -1.11463 2.00371 -0.61775
H -0.37866 0.01236 1.07936
H 0.97406 -3.22091 1.40537
H -0.70260 -0.62523 2.58778

=====

iii) 22
Properties=species:S:1:pos:R:3 method="wB97M-V/def2-TZVPD" smiles="C/C=C/N.NCCS" charge=0
S 0.84880 -4.15204 -1.47048
N 1.04042 -0.12676 -1.11010
N -0.30431 3.44197 -0.02668
C 1.50072 -1.53277 -1.12864
C -1.04436 1.35549 1.05816
C 0.29895 -2.40540 -1.48402
C -1.17390 0.49185 2.30158
C -0.51595 2.59514 1.07448
H -0.80570 3.14535 -0.86949
H -0.46604 4.42112 0.16318
H 1.86288 0.49748 -1.14769
H -0.35766 -4.69483 -1.73825
H 2.26961 -1.64209 -1.94311
H -0.76811 1.04122 3.16717
H 0.65600 0.05965 -0.19649
H 1.93257 -1.88327 -0.20492
H -2.17790 0.22171 2.50231
H -1.43081 0.95953 0.09608
H -0.50024 -2.22614 -0.76178
H -0.08194 -2.14735 -2.46370
H -0.15828 3.01406 2.01359
H -0.62476 -0.43392 2.16879

=====

The most stable of them is iii).

=====

i) 8
Properties=species:S:1:pos:R:3 method="wB97M-V/def2-TZVPD" smiles=BrC[SiH](Br)Br charge=0
Br 1.32776 3.12107 1.40016
Br -2.07603 0.78915 -1.14410
Br 1.90228 -0.38703 1.81176
Si 0.40371 1.10611 0.99983
C 0.30551 0.51669 -0.76541
H 0.68564 1.09153 -1.59966
H -0.75365 1.02176 1.69382
H 0.38998 -0.50509 -1.22040

=====

ii) 8
Properties=species:S:1:pos:R:3 method="wB97M-V/def2-TZVPD" smiles=BrC[SiH](Br)Br charge=0
Br 0.63789 1.77896 1.23718
Br -0.15159 1.32315 -2.97481
Br -1.18646 -1.91786 -1.72165
Si -0.72443 0.16317 -1.16828
C 0.69064 0.18358 0.00336
H -1.73875 1.00034 -0.41752
H 1.68557 0.21200 -0.56572
H 0.39664 -0.64054 0.60435

=====

The most stable of them is ii).

=====

i) 47
Properties=species:S:1:pos:R:3 method="wB97M-V/def2-TZVPD" smiles=CCOCCCNCc1cccc(OCc2ccc(F)cc2)c1 charge=0
F 3.12136 -0.39481 3.34155
O -2.75188 0.83558 1.45688
O 1.34973 -2.28698 -1.32999
N 1.45119 1.99897 -1.77302
C 0.11909 -2.60779 -0.71758
C 2.23447 -1.54677 -0.52458
C 2.00106 0.65178 -1.75951
C 0.45238 1.97133 2.78870
C -2.32545 0.72238 0.16223
C 0.83534 -0.77735 2.92436
C -2.64215 -0.41950 -1.92778
C -0.68287 -3.46859 -1.67958
C -0.62387 1.11304 2.60621
C -1.31812 1.48242 -0.41509
C 1.88892 0.10003 3.10384
C -0.96893 1.29536 -1.74904
C -1.62903 0.33439 -2.49833
C 0.13126 2.13371 -2.36261
C 1.71699 1.47079 3.04136
C -2.01298 1.64491 2.34309
C -0.42186 -0.26034 2.67558
C -2.99192 -0.23149 -0.60757
C 1.87102 -0.06421 -0.41156
H 1.50509 0.05603 -2.52843
H -0.13224 -4.37513 -1.91456
H 2.53502 0.40289 0.31896
H -0.85586 -2.91931 -2.60023
H -1.25995 -0.92492 2.52858
H -0.79160 2.23204 0.15708
H -1.63826 -3.73085 -1.23408
H -1.35649 0.17955 -3.53168
H 3.21219 -1.64768 -1.00431
H 2.28975 -1.99054 0.48123
H -3.15990 -1.16198 -2.51627
H 3.06432 0.72141 -2.02036
H 2.56224 2.12514 3.18493
H 0.30345 3.04039 2.73727
H 0.84703 0.02990 -0.04328
H 0.22555 1.87963 -3.42258
H -3.77798 -0.80725 -0.14530
H -0.44884 -1.69834 -0.47430
H 1.46960 2.38409 -0.83473
H 1.00381 -1.84070 2.98457
H 0.30641 -3.15382 0.22185
H -1.97197 2.68414 1.99020
H -0.14204 3.19225 -2.29515
H -2.59307 1.62621 3.27302

=====

ii) 47
Properties=species:S:1:pos:R:3 method="wB97M-V/def2-TZVPD" smiles=CCOCCCNCc1cccc(OCc2ccc(F)cc2)c1 charge=0
F 7.33124 -3.04418 -0.09787
O 3.60037 1.95344 0.97226
O -6.02083 -0.42088 -0.44703
N -1.80280 -0.10042 -0.29752
C 1.94176 0.62420 -2.03637
C -7.87691 -0.21614 1.16413
C 5.58852 0.63830 0.40263
C 6.75837 -1.83320 0.06866
C 5.65633 -1.71799 0.89500
C 2.68160 1.49954 0.06650
C -3.85558 -1.42431 -0.34286
C 5.07809 -0.47298 1.06069
C 0.63312 0.63074 -1.59851
C 7.29195 -0.74245 -0.59353
C 4.95646 1.99677 0.59710
C -3.16420 -0.17420 0.19271
C 2.97308 1.05436 -1.21577
C 6.69667 0.49381 -0.42320
C -1.09067 1.07563 0.16874
C 1.35958 1.49796 0.50997
C -7.41638 -0.47635 -0.26987
C -5.30853 -1.50125 0.11297
C 0.33411 1.06924 -0.31240
H -3.21419 -0.17059 1.29833
H -7.80028 -1.45109 -0.61114
H -1.60709 1.95118 -0.24507
H -1.10947 1.17387 1.26991
H -3.70113 0.70677 -0.16810
H 8.15267 -0.86921 -1.23079
H -7.80861 0.30326 -0.92843
H 5.45113 2.50862 1.43144
H -0.16868 0.29255 -2.23479
H -7.43274 0.70518 1.53266
H -5.35194 -1.46777 1.21203
H -3.33107 -2.31762 0.00346
H 1.15980 1.84480 1.51272
H -3.82170 -1.40238 -1.43179
H 2.17501 0.27900 -3.03294
H -7.59056 -1.03207 1.82333
H -5.75566 -2.45272 -0.21800
H 4.21776 -0.35955 1.70254
H -8.95893 -0.11998 1.18516
H 5.26630 -2.58953 1.39612
H 7.09810 1.35484 -0.93769
H 3.98705 1.02704 -1.58212
H -1.29205 -0.93445 -0.01836
H 5.09093 2.61022 -0.30490

=====

The most stable of them is i).

=====

i) 10
Properties=species:S:1:pos:R:3 method="wB97M-V/def2-TZVPD" charge=0
S -0.43085 -0.22929 1.30587
S 0.92445 1.07896 0.82279
F -1.03648 -3.31210 -0.99311
C 0.24301 2.76793 1.28060
C -0.19217 -3.15872 -1.93586
H 0.35740 2.85889 2.35570
H 0.63385 3.64969 0.76839
H 0.70984 -3.66615 -1.74152
H -0.82249 2.79768 1.01777
H -0.38654 -2.78689 -2.88062

=====

ii) 10
Properties=species:S:1:pos:R:3 method="wB97M-V/def2-TZVPD" charge=0
S -2.84571 0.25920 -0.21283
S -1.31370 1.71210 -0.03980
F -0.11342 0.55819 2.10225
C 0.80928 -0.73570 -0.25023
C 0.04690 0.89813 0.84814
H 1.73671 -0.83393 0.23743
H -3.06141 0.58674 1.10873
H 0.02143 -1.46724 -0.11107
H 0.92398 1.50274 0.88521
H 0.78290 -0.06621 -1.10347

=====

The most stable of them is ii).

=====

i) 10
Properties=species:S:1:pos:R:3 method="wB97M-V/def2-TZVPD" smiles="C=C(C#N)C(F)F" charge=0
F -1.03407 1.05288 1.47947
F 1.08159 1.30197 1.91194
N -1.69099 1.24566 -2.06339
C 0.13628 1.52277 0.90040
C 1.25306 0.05087 -0.77161
C -0.85047 1.08216 -1.31754
C 0.30439 0.94620 -0.48587
H 1.97986 -0.44023 -0.05813
H -0.14338 2.65326 0.87082
H 1.35544 -0.03917 -1.84846

=====

ii) 10
Properties=species:S:1:pos:R:3 method="wB97M-V/def2-TZVPD" smiles="CC(C#N)=C(F)F" charge=0
F -1.03101 -2.14135 -0.00489
F -2.57791 -0.48789 -0.03683
N -0.92522 2.63881 0.05184
C -1.28186 -0.81785 0.15602
C -0.50122 1.57370 -0.00069
C 1.33925 -0.16786 -0.03594
C -0.08602 0.28950 0.12572
H 1.69529 -0.64112 0.93695
H 1.83406 0.62514 -0.45100
H 1.53464 -0.87108 -0.74119

=====

The most stable of them is i).

=====

i) 13
Properties=species:S:1:pos:R:3 method="wB97M-V/def2-TZVPD" charge=-1
I 0.03293 0.30243 -0.31827
O 3.32850 0.94258 0.87919
O -3.14731 -1.43269 0.33987
O -3.33721 1.52060 1.01264
O 3.01123 -1.16930 -1.79180
H 3.21941 0.00259 1.01997
H -3.63973 2.26548 0.59831
H 2.19430 -0.76160 -1.51218
H -2.25819 -1.57088 0.01443
H 3.65004 -0.53050 -2.18769
H -2.59027 1.19550 0.56281
H 2.77212 0.97183 0.10657
H -3.23582 -1.73602 1.27616

=====

ii) 13
Properties=species:S:1:pos:R:3 method="wB97M-V/def2-TZVPD" charge=-1
I -16.80487 -0.96683 9.80135
O -15.51177 -1.02696 12.31596
O -17.16392 -0.95443 7.30816
O -18.68660 -0.79741 11.57771
O -15.47591 0.03641 7.91320
H -15.87135 -0.24745 8.73738
H -16.96390 -1.22059 8.20559
H -17.92257 -1.05027 11.05950
H -16.96688 -1.72737 6.77903
H -15.80422 -0.58468 7.26304
H -14.72073 -0.57354 12.02459
H -18.41708 -0.93552 12.48574
H -16.10548 -0.97930 11.56664

=====

iii) 13
Properties=species:S:1:pos:R:3 method="wB97M-V/def2-TZVPD" charge=-1
I -0.94327 -0.20379 1.17107
O -3.76227 -1.85034 -0.30305
O 0.42635 2.29647 -1.31666
O 2.31152 0.03705 2.79228
O 1.09454 -0.75830 -1.51971
H -3.16158 -2.14579 -0.98725
H 0.62826 -0.27520 -0.83749
H 3.20738 0.11885 2.46521
H 1.76660 0.39568 2.09179
H 1.98167 -0.86313 -1.17588
H -3.23209 -1.27712 0.25064
H -0.12110 1.62624 -0.90761
H -0.19602 2.89938 -1.72333

=====

The most stable of them is iii).

=====

i) 16
Properties=species:S:1:pos:R:3 method="wB97M-V/def2-TZVPD" charge=0
S -2.71252 0.40942 -0.81438
O -3.51898 -0.35233 0.15329
O 1.22466 2.45290 0.86485
O 1.47829 1.32658 0.07926
C 0.25292 0.89045 -0.75076
C -0.77345 -0.48332 1.00483
C -1.05710 0.40082 -0.23617
C 0.97924 -1.38157 -0.38697
C 0.25530 -1.28184 0.91403
C 0.97280 -0.39415 -1.26298
H 1.40283 -0.47769 -2.27465
H 0.52584 -2.07928 1.62127
H -1.24466 -0.37222 1.97404
H 1.45989 -2.36320 -0.67433
H 0.49216 2.19297 1.47201
H 0.26278 1.51246 -1.68334

=====

ii) 16
Properties=species:S:1:pos:R:3 method="wB97M-V/def2-TZVPD" smiles="O=C1C#S2=C(CO1)OCC2" charge=0
S -1.27028 -1.04558 -0.82555
O 0.43985 0.84670 0.13203
O -3.10324 1.07183 -0.26543
O -4.59213 -0.41254 0.36842
C 1.20315 -0.28325 -0.07577
C -1.83334 1.66266 -0.24210
C -0.63900 0.84006 -0.74096
C 0.36218 -1.46455 -0.04374
C -3.41399 -0.19483 0.28016
C -2.28397 -1.04223 0.52974
H 1.72350 -0.10327 -1.08175
H 1.87603 -0.41943 0.76982
H -2.04433 2.65461 -0.53643
H -1.41914 1.79946 0.83120
H 1.01209 -2.32316 -0.31094
H -0.08632 -1.55383 0.98202

=====

The most stable of them is i).

=====

i) 24
Properties=species:S:1:pos:R:3 method="wB97M-V/def2-TZVPD" smiles="O=c1cc[nH]c(=O)[nH]1.c1ccccc1" charge=0
O 4.71807 -0.35060 0.21796
O 0.49555 -1.97860 -0.43713
N 2.56120 -1.13831 0.03681
N 3.01344 1.11026 -0.06306
C -1.79413 -1.46848 0.53279
C 0.78545 0.40057 -0.49042
C -2.41763 1.22040 -0.09239
C -1.76308 0.88706 1.08587
C -1.45942 -0.43754 1.58367
C 1.21159 -0.97918 -0.27953
C 1.68047 1.36709 -0.37912
C 3.53937 -0.16386 0.10277
C -2.34712 -1.04258 -0.70262
C -2.72819 0.30260 -1.01766
H 1.44220 2.39305 -0.57082
H -3.13270 0.42064 -2.00398
H -0.18856 0.64051 -0.89626
H -1.13601 -0.74684 2.56445
H 3.68757 1.82518 -0.04720
H 2.85804 -2.12235 -0.00321
H -2.97691 -1.59855 -1.43230
H -1.74805 -2.51583 0.68239
H -2.80410 2.29253 -0.13597
H -1.49705 1.68282 1.74498

=====

ii) 24
Properties=species:S:1:pos:R:3 method="wB97M-V/def2-TZVPD" smiles="CO[C@H]1N=c2ccccc2=CN1C=O" charge=0
O 1.88135 -0.87807 0.74641
O 3.82608 1.38012 -0.76011
N 0.29419 -0.66468 -1.00454
N 1.62796 1.22172 -0.26081
C -2.04858 1.65600 0.62164
C -3.22529 -0.02811 -0.69079
C -3.23106 1.05020 0.32270
C 2.82950 1.89803 -0.31472
C 0.41305 1.77157 0.23441
C 1.63735 -0.21127 -0.46422
C -2.05919 -0.60103 -1.03932
C -0.76136 -0.10778 -0.56223
C 2.12484 -2.26817 0.51437
C -0.78532 1.11536 0.20788
H 0.61353 2.83921 0.60662
H -4.24357 1.44224 0.64341
H -2.15080 -1.45082 -1.69139
H 1.21796 -2.55357 -0.00310
H 2.23520 -0.33529 -1.35151
H 2.63957 2.97563 0.18022
H 3.10858 -2.28814 0.13257
H 2.23983 -2.63302 1.46638
H -1.91347 2.44068 1.21582
H -4.23494 -0.38986 -1.07934

=====

iii) 24
Properties=species:S:1:pos:R:3 method="wB97M-V/def2-TZVPD" smiles="C=C(C#N)c1ccccc1.C=[N+]([O-])O" charge=0
O -1.62075 1.41927 -0.69611
O -2.09466 0.85256 1.52460
N -1.97334 1.75253 0.62335
N 2.17849 2.11671 1.65009
C -0.11123 -2.40427 1.19069
C 0.12565 -2.65370 -1.13764
C 1.83715 1.52892 0.72938
C 1.58253 1.28607 -1.60455
C -1.93326 3.01220 0.88301
C 0.51305 -1.10168 1.13643
C -0.24915 -3.13308 0.07885
C 0.93911 -0.64318 -0.09890
C 1.48926 0.68242 -0.40660
C 0.69316 -1.36051 -1.21603
H -1.91851 3.69800 0.03549
H 0.68320 -0.60165 1.97839
H 0.19955 -3.23567 -2.03020
H 1.13123 -0.95840 -2.15418
H -0.31974 -2.78255 2.16369
H 1.12706 0.79210 -2.49628
H 2.14008 2.19712 -1.57420
H -1.88939 3.19821 2.01027
H -1.90809 0.50201 -0.78654
H -0.62140 -4.16342 0.19698

=====

The most stable of them is i).